(A)
Entry from OMol25: a cluster of 2 separate species, CH3NO in total (ωB97M-V with the def2-TZVPD basis set).

Cartesian coordinates (Å):
C  -0.71  -0.17  0.74
N  1.77  0.81  -1.34
O  0.10  0.68  0.81
H  -0.84  -1.21  1.36
H  -1.65  -0.05  0.07
H  1.33  -0.04  -1.64

- Lowest unoccupied orbital energy (alpha / beta): -0.8582 / -0.8962 eV
- Net charge: 0
- Frontier orbital gap (alpha / beta): 9.47 / 9.39 eV


(B)
Entry from OMol25: the molecule CH3NO (ωB97M-V with the def2-TZVPD basis set).

Cartesian coordinates (Å):
N  -0.58  -0.25  -0.44
C  0.49  -0.01  0.40
O  0.43  0.05  1.60
H  -0.33  0.03  -1.38
H  -1.47  0.05  -0.08
H  1.46  0.13  -0.11

- Structure (SMILES): NC=O
- Lowest unoccupied orbital energy: 0.9450 eV
- Net charge: 0
- Frontier orbital gap: 11.12 eV


(C)
Entry from OMol25: the molecule CH3NO (ωB97M-V with the def2-TZVPD basis set).

Cartesian coordinates (Å):
C  0.35  -0.15  0.78
N  -0.03  0.55  -0.24
O  -0.46  -0.20  -1.28
H  0.51  -1.19  0.92
H  0.63  0.56  1.62
H  -0.99  0.44  -1.80

- Structure (SMILES): C=NO
- Lowest unoccupied orbital energy: 1.1381 eV
- Net charge: 0
- Frontier orbital gap: 11.20 eV


It comes down to (B), which is 231.1 kJ/mol more stable than the next structure.


(A)
Entry from OMol25: a structure of composition C3H3O3S (ωB97M-V with the def2-TZVPD basis set).

Cartesian coordinates (Å):
C  3.35  0.15  -0.08
C  -0.30  0.83  -0.18
C  -1.61  0.73  0.33
O  -2.47  1.65  0.30
O  -1.92  -0.50  0.93
O  3.60  0.91  0.74
S  1.01  -0.31  0.24
H  0.08  1.55  -0.94
H  1.29  -0.66  -0.95
H  -1.46  -1.04  0.31

- Lowest unoccupied orbital energy: 3.7027 eV
- Net charge: -1
- Frontier orbital gap: 6.44 eV


(B)
Entry from OMol25: the ion C3H3O3S with charge -1 (ωB97M-V with the def2-TZVPD basis set).

Cartesian coordinates (Å):
C  0.06  1.63  -0.75
C  -0.09  2.68  -1.29
C  0.12  0.46  0.03
O  -1.02  4.84  -0.04
O  1.34  5.06  0.18
O  0.20  4.09  -2.15
S  0.21  5.34  -0.69
H  -0.19  0.76  1.00
H  -0.68  -0.24  -0.32
H  1.07  -0.09  0.25

- Lowest unoccupied orbital energy: 3.8379 eV
- Net charge: -1
- Frontier orbital gap: 8.45 eV


It comes down to (A), which is 222.9 kJ/mol more stable than the next structure.


(A)
Entry from OMol25: the ion C6H13N4 with charge +1 (ωB97M-V with the def2-TZVPD basis set).

Cartesian coordinates (Å):
C  -0.98  -1.50  0.56
N  -1.47  -0.38  0.15
C  -1.98  -0.44  -1.26
C  -1.14  0.89  0.75
N  0.18  1.42  0.59
C  0.69  1.71  -0.75
N  1.46  0.50  -1.07
C  1.63  -0.21  -0.06
N  2.10  -1.47  0.01
C  1.22  0.61  1.15
H  -0.96  -2.41  0.04
H  -0.47  -1.62  1.59
H  -1.59  -1.29  -1.82
H  -3.04  -0.50  -1.15
H  -1.82  0.58  -1.77
H  -1.71  1.70  0.24
H  -1.31  0.64  1.77
H  0.07  1.78  -1.71
H  1.34  2.55  -0.72
H  2.09  -2.01  -0.74
H  2.55  -1.89  0.83
H  1.06  0.09  2.10
H  2.08  1.26  1.29

- Structure (SMILES): C=[N+](C)CN1CN=C(N)C1
- Lowest unoccupied orbital energy: -4.8683 eV
- Net charge: +1
- Frontier orbital gap: 7.91 eV


(B)
Entry from OMol25: a cluster of 2 separate species, C6H13N4 in total (ωB97M-V with the def2-TZVPD basis set).

Cartesian coordinates (Å):
C  0.73  1.16  2.38
C  1.21  0.25  -1.14
C  0.67  -1.33  0.57
C  -0.21  0.20  -1.74
C  -0.84  -1.30  0.24
C  1.04  1.16  1.04
N  0.47  1.05  3.50
N  1.21  0.00  0.32
N  -1.59  1.54  0.84
N  -0.75  -1.15  -1.27
H  1.95  -0.55  -1.40
H  1.53  1.28  -1.51
H  0.95  -1.52  1.64
H  1.28  -2.10  -0.03
H  -0.97  0.96  -1.34
H  -0.32  0.01  -2.83
H  -1.19  -2.20  0.55
H  -1.24  -0.50  0.87
H  1.41  2.09  0.80
H  -1.97  2.07  0.06
H  -1.75  2.05  1.70
H  -1.66  -1.20  -1.69
H  0.01  -1.94  -1.55

- Lowest unoccupied orbital energy (alpha / beta): -4.0194 / -4.4279 eV
- Net charge: +1
- Frontier orbital gap (alpha / beta): 10.06 / 6.79 eV


(C)
Entry from OMol25: a cluster of 2 separate species, C6H13N4 in total (ωB97M-V with the def2-TZVPD basis set).

Cartesian coordinates (Å):
C  1.66  1.73  -0.51
C  1.09  1.66  0.87
C  1.07  0.76  -1.15
C  0.29  0.60  0.98
C  0.85  -1.50  0.17
C  0.29  -0.14  -0.28
N  2.16  -1.49  0.66
N  0.04  -2.50  0.05
N  -1.06  -0.51  -0.90
N  -2.97  0.75  0.22
H  2.38  2.58  -0.88
H  1.06  2.36  1.59
H  1.06  0.64  -2.20
H  -0.37  0.33  1.80
H  2.86  -0.81  0.26
H  2.55  -2.41  0.78
H  0.22  -3.44  0.46
H  -1.09  -1.53  -0.59
H  -0.91  -0.23  -1.84
H  -1.81  0.05  -0.50
H  -3.24  0.45  1.17
H  -3.73  1.01  -0.41
H  -2.40  1.64  0.24

- Lowest unoccupied orbital energy: -3.2610 eV
- Net charge: +1
- Frontier orbital gap: 9.66 eV


It comes down to (C), which is 128.5 kJ/mol more stable than the next structure.


(A)
Entry from OMol25: a structure of composition C6H7O6Tl (ωB97M-V with the def2-TZVPD basis set).

Cartesian coordinates (Å):
C  -1.96  -0.83  3.19
C  -0.98  -1.01  2.32
O  0.29  -0.47  2.53
C  0.59  0.61  1.84
O  -0.19  1.19  1.09
O  1.80  1.01  2.11
H  -1.92  -0.25  4.12
H  -1.05  -1.63  1.43
H  1.98  1.87  1.71
C  -3.95  -1.31  3.11
C  -4.46  -1.37  1.80
O  -4.08  -0.34  0.96
C  -4.52  -0.26  -0.30
O  -5.40  -0.90  -0.80
O  -3.74  0.66  -0.87
Tl  -2.18  1.20  0.63
H  -4.06  -2.25  3.66
H  -4.29  -0.43  3.67
H  -5.36  -1.91  1.47
H  -3.99  0.84  -1.79

- Lowest unoccupied orbital energy: -0.1501 eV
- Net charge: 0
- Frontier orbital gap: 4.96 eV


(B)
Entry from OMol25: a structure of composition C6H7O6Tl (ωB97M-V with the def2-TZVPD basis set).

Cartesian coordinates (Å):
O  4.05  0.02  1.07
O  3.95  0.03  -1.10
O  2.08  0.75  0.09
C  5.10  -0.74  0.59
C  5.01  -0.78  -0.73
C  3.32  0.40  0.02
H  5.81  -1.14  1.32
H  5.46  -1.40  -1.50
O  -5.23  -0.67  0.11
C  -3.86  -0.80  0.46
C  -3.12  0.35  -0.20
O  -1.78  0.29  0.27
C  -0.86  1.22  -0.16
O  -1.31  2.28  -0.61
H  -5.71  -1.43  0.45
H  -3.45  -1.76  0.10
H  -3.72  -0.76  1.55
H  -3.59  1.31  0.08
H  -3.17  0.26  -1.29
Tl  1.01  2.57  -0.51

- Lowest unoccupied orbital energy: 0.1971 eV
- Net charge: 0
- Frontier orbital gap: 7.58 eV


It comes down to (B), which is 291.9 kJ/mol more stable than the next structure.


(A)
Entry from OMol25: a structure of composition CHBrINO2 (ωB97M-V with the def2-TZVPD basis set).

Cartesian coordinates (Å):
C  0.59  -0.52  0.10
N  -0.02  0.43  1.96
O  -1.13  0.19  2.31
O  1.00  0.94  2.32
Br  0.22  -2.31  0.49
I  2.52  0.08  0.05
H  -0.18  0.09  -0.40

- Lowest unoccupied orbital energy (alpha / beta): -0.6264 / -0.6267 eV
- Net charge: 0
- Frontier orbital gap (alpha / beta): 8.23 / 8.22 eV


(B)
Entry from OMol25: a structure of composition CHBrINO2 (ωB97M-V with the def2-TZVPD basis set).

Cartesian coordinates (Å):
C  0.23  -0.48  0.05
N  -0.52  0.73  -0.19
O  -1.59  0.61  -0.77
O  0.03  1.68  0.24
Br  -0.66  -2.14  -0.35
I  1.16  -0.42  2.01
H  1.34  0.01  -1.00

- Lowest unoccupied orbital energy: -0.9469 eV
- Net charge: 0
- Frontier orbital gap: 9.15 eV


It comes down to (A), which is 40.8 kJ/mol more stable than the next structure.


(A)
Entry from OMol25: a cluster of 2 separate species, C2H9N2 in total (ωB97M-V with the def2-TZVPD basis set).

Cartesian coordinates (Å):
C  -1.05  2.01  -0.65
H  -1.70  1.68  0.16
H  -0.06  2.22  -0.26
H  -1.48  2.91  -1.07
H  -1.03  1.26  -1.45
N  0.97  -0.83  -0.63
C  0.29  -1.04  0.46
N  0.62  -1.91  1.38
H  1.84  -1.29  -0.84
H  0.74  0.00  -1.17
H  -0.62  -0.46  0.60
H  0.04  -2.06  2.19
H  1.44  -2.50  1.28

- Lowest unoccupied orbital energy: -3.8883 eV
- Net charge: +1
- Frontier orbital gap: 12.60 eV


(B)
Entry from OMol25: a cluster of 2 separate species, C2H9N2 in total (ωB97M-V with the def2-TZVPD basis set).

Cartesian coordinates (Å):
N  -0.82  2.17  0.31
H  1.74  -0.15  0.43
H  -0.26  2.99  0.51
H  -1.64  2.48  -0.23
H  -1.17  2.05  1.28
C  -0.10  -2.27  -0.62
C  0.09  -1.29  0.24
N  0.86  -0.11  -0.14
H  0.36  -2.13  -1.60
H  -0.53  -3.22  -0.27
H  0.01  -1.20  1.30
H  0.36  0.89  -0.03
H  1.09  -0.21  -1.19

- Lowest unoccupied orbital energy: -3.3037 eV
- Net charge: +1
- Frontier orbital gap: 11.85 eV


It comes down to (A), which is 100.3 kJ/mol more stable than the next structure.